Computed, not measured: a 5-piece molecular cluster, C29H37N5O5PS overall, with ωB97M-V with the def2-TZVPD basis set.

Output
- DFT total energy (eV) = -68484.161
- largest force on an atom (Eh/bohr) = 0.083
- HOMO-LUMO gap (eV) = 6.8
- charge = -1
- 2S+1 = 1

```
78
Properties=species:S:1:pos:R:3:forces:R:3
C -1.749660 2.546025 5.252393 -0.244 -0.337 0.834
C -1.661614 1.018192 5.012207 -1.070 0.470 -0.142
N -1.327695 0.578878 3.668526 1.020 -0.511 0.946
C -0.059431 1.053090 3.117331 -0.280 0.030 -0.946
P -0.181725 2.694600 2.136243 1.338 -0.283 -1.151
C 0.515846 4.110105 3.090576 -0.921 0.585 0.127
C -1.929305 3.016593 1.622984 -0.173 0.747 0.695
C 0.337521 -0.025639 2.042396 -1.400 -0.059 0.878
O 1.220511 0.481714 1.049787 0.686 -0.872 1.228
S 2.650366 0.811795 1.750915 3.318 2.356 -1.345
O 3.064252 2.081041 1.193924 -1.447 -0.155 0.751
O 3.654642 -0.161987 1.411002 -0.793 -1.289 0.252
C 2.516507 0.830431 3.558635 -1.267 0.268 0.419
C 3.509882 1.836066 4.275218 1.464 1.170 1.176
O 3.297277 1.941943 5.509874 -0.907 -0.753 -0.542
O 4.412268 2.399200 3.657423 -0.243 -0.462 -0.835
C 1.090752 1.078784 4.134693 -0.620 -0.039 0.061
H -0.825575 2.948294 5.672445 0.043 0.137 -0.417
H -2.090139 3.109181 4.384683 0.234 -0.092 -0.076
H -2.508513 2.703962 6.031128 0.107 0.046 -0.059
H -2.662088 0.618940 5.221018 0.128 -0.099 -0.113
H -1.022843 0.563464 5.771222 0.199 0.021 -0.245
H -2.095383 0.683939 3.023845 0.008 0.198 0.004
H 0.872373 4.831654 2.350090 0.044 -0.200 -0.036
H -0.217432 4.657904 3.699779 0.131 -0.238 0.170
H 1.382103 3.845166 3.699212 -0.106 -0.229 -0.081
H -2.469197 3.712591 2.282799 -0.050 -0.295 0.066
H -2.525410 2.110600 1.492760 0.161 -0.021 0.066
H -1.884112 3.517928 0.653858 0.114 -0.191 0.001
H 0.762381 -0.892277 2.567604 0.082 0.111 -0.090
H -0.598804 -0.391618 1.613020 0.329 0.175 -0.639
H 2.837600 -0.159808 3.885658 0.056 -0.016 -0.392
H 0.906301 0.280142 4.858697 -0.009 -0.025 -0.151
H 1.052299 1.993247 4.721689 0.356 -0.033 -0.065
N 0.963279 2.516989 -2.306099 0.170 -0.101 -0.068
C 1.935769 2.125799 -1.473818 -0.253 0.157 -0.300
C 3.162329 1.639697 -1.912179 0.056 -0.040 -0.104
C 3.389315 1.550635 -3.274062 0.053 -0.054 0.004
C 2.390114 1.950634 -4.149532 -0.004 -0.010 -0.039
C 1.204489 2.426083 -3.613982 -0.148 0.039 0.071
H 1.735427 2.209310 -0.420290 -0.101 0.144 -0.022
H 3.914491 1.340499 -1.195040 -0.067 0.042 0.088
H 4.333295 1.174717 -3.651198 -0.003 0.007 0.003
H 2.527885 1.895884 -5.222563 -0.021 0.031 -0.002
H 0.393746 2.753596 -4.258998 0.048 -0.022 -0.076
N -2.842965 -0.001133 -5.348136 0.283 0.072 -0.306
C -1.625872 -0.158115 -4.825546 -0.161 0.022 0.163
C -0.466263 -0.234940 -5.581581 0.029 -0.022 -0.020
C -0.573947 -0.147468 -6.958490 0.060 -0.009 -0.050
C -1.829159 0.013115 -7.522849 0.006 0.009 0.019
C -2.924065 0.081494 -6.676728 -0.142 0.035 0.088
H -1.587779 -0.224538 -3.743516 0.087 -0.001 -0.003
H 0.494498 -0.358844 -5.101045 -0.024 0.037 0.051
H 0.308189 -0.203360 -7.584185 -0.003 -0.002 0.007
H -1.956807 0.084930 -8.594544 -0.029 0.006 0.007
H -3.925493 0.210795 -7.074165 0.025 -0.002 -0.063
N -4.253541 -2.282143 -0.927290 -0.024 -0.038 -0.127
C -4.554570 -3.564748 -1.122153 0.018 0.045 0.130
C -4.737029 -4.132084 -2.374125 0.007 0.020 -0.026
C -4.602604 -3.319167 -3.488487 -0.004 -0.040 0.012
C -4.291276 -1.981241 -3.309262 -0.122 -0.071 -0.046
C -4.126777 -1.517524 -2.011988 0.017 0.020 0.146
H -4.652599 -4.161709 -0.221572 -0.006 -0.055 -0.037
H -4.978015 -5.182318 -2.471820 0.003 -0.001 0.033
H -4.738048 -3.723428 -4.484391 0.002 0.005 0.003
H -4.177104 -1.311614 -4.152108 0.012 -0.002 0.143
H -3.879075 -0.478371 -1.822092 -0.002 0.015 -0.075
N 3.089286 -3.888083 2.600806 -0.065 -0.147 -0.220
C 2.753342 -5.164560 2.415249 0.021 0.099 0.120
C 2.563133 -5.739819 1.168847 -0.002 -0.008 -0.001
C 2.727338 -4.942083 0.047186 -0.005 -0.005 -0.102
C 3.074305 -3.612878 0.216340 -0.036 -0.126 0.028
C 3.246086 -3.132166 1.508502 0.124 0.183 0.303
H 2.632131 -5.750308 3.321196 -0.016 -0.059 -0.038
H 2.293020 -6.783969 1.079703 -0.003 0.001 0.025
H 2.586113 -5.352871 -0.945599 -0.004 -0.004 0.009
H 3.210633 -2.956555 -0.632543 0.006 0.057 0.046
H 3.520820 -2.092276 1.680510 -0.072 -0.343 -0.120
```
Forces are in eV/Å.